Record 1
14
Properties=species:S:1:pos:R:3:nbo_charge:R:1 method="wB97M-V/def2-TZVPD" lumo_energy_ev=3.8 multiplicity=1 largest_force_ev_per_a=1.18 charge=-1 smiles=N[C@H](C[O-])CO homo_energy_ev=-2.267 homo_lumo_gap_ev=6.1 de_lowest_kj_mol=263.4 energy_ev=-8825.062
N 0.8882 1.2645 -0.1029 -0.860
C 0.1064 -0.0004 -0.3759 -0.114
C -0.1290 -0.7919 0.8634 -0.086
O 1.0685 -1.3649 1.4358 -0.752
C -1.2370 0.3098 -1.0221 -0.010
O -1.8914 -0.7922 -1.4199 -0.963
H 1.0719 1.4176 0.8860 0.333
H 1.8199 1.1680 -0.4967 0.335
H 0.7019 -0.5775 -1.0925 0.167
H -0.8181 -1.6017 0.6199 0.221
H -0.5880 -0.1849 1.6427 0.138
H 1.7990 -0.8070 1.1501 0.448
H -0.9989 1.0433 -1.8357 0.080
H -1.7936 0.9173 -0.2521 0.061


Record 2
14
Properties=species:S:1:pos:R:3:nbo_charge:R:1 method="wB97M-V/def2-TZVPD" lumo_energy_ev="-4.8 / -4.2" multiplicity=1 largest_force_ev_per_a=4.79 charge=+1 homo_energy_ev="-12.460 / -12.919" homo_lumo_gap_ev="7.7 / 8.7" de_lowest_kj_mol=558.3 energy_ev=-8814.166
C -0.6357 -1.7593 0.9337 0.083
C 0.4169 -0.2388 -0.3054 0.424
C -0.3511 1.6951 0.9896 -0.243
N 0.8781 -0.2550 -1.6572 -0.700
O 0.1385 -1.4963 -0.0183 -0.344
O -0.5778 0.7340 -0.0612 -0.538
H -0.6794 -2.7623 1.4479 0.220
H -1.1615 -0.9084 1.3620 0.183
H 0.1842 1.2229 1.7216 0.183
H -1.3659 2.0153 1.3833 0.218
H 0.2289 2.5827 0.6485 0.200
H 1.0229 -1.1334 -2.0873 0.444
H 1.7018 0.1940 -1.9397 0.438
H 0.2001 0.1095 -2.4175 0.432


Record 3
14
Properties=species:S:1:pos:R:3:nbo_charge:R:1 method="wB97M-V/def2-TZVPD" lumo_energy_ev=-3.7 multiplicity=1 largest_force_ev_per_a=1.56 charge=+1 smiles="C[C@@H]([NH3+])C(=O)O" homo_energy_ev=-15.787 homo_lumo_gap_ev=12.1 de_lowest_kj_mol=37.8 energy_ev=-8819.560
O 0.7738 1.3503 -1.5440 -0.571
C 0.3725 0.2545 -1.2498 0.786
O 0.5331 -0.8671 -1.9039 -0.647
C -0.4051 0.0740 0.0506 -0.160
C -0.1990 -1.2672 0.7573 -0.623
N -0.0562 1.2608 0.8863 -0.679
H 0.8366 -0.8044 -2.8251 0.537
H -1.4573 0.1034 -0.1219 0.253
H -0.5526 -2.0482 0.1139 0.266
H 0.8576 -1.4661 0.9457 0.233
H -0.7582 -1.2871 1.6922 0.234
H 0.5817 1.0822 1.6649 0.447
H -0.8925 1.6768 1.2987 0.447
H 0.3657 1.9382 0.2349 0.476


Record 4
15
Properties=species:S:1:pos:R:3:mulliken_spin:R:1 method="wB97M-V/def2-TZVPD" lumo_energy_ev="0.7 / -4.1" multiplicity=3 s2=2.0035 largest_force_ev_per_a=5.52 charge=0 homo_energy_ev="-4.268 / -11.157" homo_lumo_gap_ev="4.9 / 7.0" de_lowest_kj_mol=198.7 energy_ev=-18108.764
C 0.6888 0.4881 -0.1390 0.200
C 0.4474 0.7106 -1.6420 -0.014
C -0.7705 0.2488 0.3463 0.669
N -0.7390 -0.9019 1.4385 2.320
O -0.9344 -1.7808 -1.4837 0.046
O -2.2847 0.1920 -2.2769 0.006
P -1.1396 -0.1519 -1.4724 0.086
H 1.2139 -0.4641 -0.0179 -0.033
H 1.1310 1.2755 0.5140 -0.098
H 0.2868 1.7446 -2.0461 -0.001
H 1.3004 0.2367 -2.0213 0.002
H -1.2559 1.1078 0.9040 -0.146
H -0.4211 -0.6111 2.3862 -0.601
H -0.5753 -1.9166 -0.6849 -0.134
H -1.6865 -1.3670 1.6002 -0.303


Record 5
16
Properties=species:S:1:pos:R:3:nbo_charge:R:1 method="wB97M-V/def2-TZVPD" lumo_energy_ev="-1.8 / -1.8" multiplicity=1 largest_force_ev_per_a=3.81 charge=0 homo_energy_ev="-8.652 / -8.654" homo_lumo_gap_ev="6.8 / 6.8" de_lowest_kj_mol=329.2 energy_ev=-28946.249
C -1.2219 -0.7303 -0.2996 0.092
C -0.2318 0.0498 0.4685 -0.300
C -2.6590 -1.0310 0.2077 -0.635
N 2.6527 2.4065 0.5798 -0.897
O -0.9058 0.5924 -0.6535 -0.512
O 1.6482 0.0453 -1.4521 -0.972
P 1.5578 -0.1699 0.1206 1.386
S 2.1269 -1.9287 0.6383 -0.444
H -0.9330 -1.3767 -1.1199 0.194
H -0.6110 0.5639 1.3073 0.233
H -3.2470 -1.1017 -0.7248 0.223
H -2.8389 -0.1790 0.8113 0.226
H -2.5767 -2.0556 0.5271 0.232
H 3.2559 2.1478 -0.1722 0.326
H 3.0633 2.1657 1.4679 0.329
H 0.9203 0.6016 -1.7061 0.517


Record 6
15
Properties=species:S:1:pos:R:3:nbo_charge:R:1 method="wB97M-V/def2-TZVPD" lumo_energy_ev=-3.6 multiplicity=1 largest_force_ev_per_a=2.62 charge=+1 smiles="[NH3+][C@H](CS)C(=O)O" homo_energy_ev=-13.539 homo_lumo_gap_ev=10.0 de_lowest_kj_mol=57.4 energy_ev=-19654.225
O -0.3759 2.1155 -0.9226 -0.557
C 0.0726 1.5219 0.0173 0.772
O 0.5280 2.1010 1.1261 -0.645
C 0.4403 0.0346 -0.0313 -0.140
C -0.4766 -0.7205 0.9123 -0.591
S -0.1387 -2.4799 0.8517 -0.026
N 0.2327 -0.3930 -1.5059 -0.690
H 0.6552 3.0301 0.9019 0.523
H 1.5079 -0.1304 0.1262 0.260
H 0.0176 -0.4837 1.8832 0.272
H -1.4825 -0.3003 0.9632 0.264
H -1.3664 -3.0168 1.2333 0.190
H -0.6660 0.0493 -1.7417 0.455
H 0.9090 0.0639 -2.1172 0.451
H 0.1427 -1.3917 -1.6966 0.462


Record 7
15
Properties=species:S:1:pos:R:3:nbo_charge:R:1 method="wB97M-V/def2-TZVPD" lumo_energy_ev="-4.4 / -5.4" multiplicity=1 largest_force_ev_per_a=4.07 charge=+1 homo_energy_ev="-12.642 / -12.356" homo_lumo_gap_ev="8.2 / 7.0" de_lowest_kj_mol=388.1 energy_ev=-19650.797
C 0.0904 -0.9860 0.9346 -0.211
C -0.6821 0.1211 1.7141 -0.612
C 0.3728 0.5619 -1.1518 0.757
N -0.0406 -0.7122 -0.6014 -0.570
O -0.5114 0.9381 -2.0990 -0.688
O 1.6505 0.8576 -0.9491 -0.635
S -0.2436 1.8414 1.3229 0.011
H 1.1099 -1.1290 1.2237 0.242
H -0.3728 -1.9788 1.1606 0.241
H -1.7998 -0.1698 1.6437 0.225
H -0.3231 -0.1149 2.7174 0.265
H 0.4137 -1.4885 -0.9989 0.434
H -1.0060 -0.9008 -0.8395 0.455
H -0.7352 1.8993 -2.2505 0.557
H 2.0773 1.2604 -1.8269 0.530


Record 8
15
Properties=species:S:1:pos:R:3:nbo_charge:R:1 method="wB97M-V/def2-TZVPD" lumo_energy_ev=-3.9 multiplicity=1 largest_force_ev_per_a=3.49 charge=+1 homo_energy_ev=-12.933 homo_lumo_gap_ev=9.0 de_lowest_kj_mol=153.0 energy_ev=-19653.234
C -1.2951 -1.1790 -0.1271 0.242
C -2.7547 1.1750 0.3422 -0.799
C 2.2712 -0.3151 -0.7001 0.591
N 2.5358 -1.1110 0.3009 -0.715
O -0.3844 -0.5427 0.4320 -0.684
O 1.6226 0.7705 -0.7432 -0.572
S -2.9270 -0.4626 -0.3644 0.302
H -1.7608 1.1727 0.7731 0.242
H -3.5444 1.2917 1.2397 0.263
H -2.8640 2.0735 -0.4002 0.260
H -1.0118 -2.1297 -0.5413 0.177
H 3.0407 -2.0418 0.3227 0.468
H 2.0426 -0.9533 1.2259 0.446
H 2.6248 -0.7152 -1.6502 0.212
H 1.1131 1.1703 0.0401 0.565


Record 9
15
Properties=species:S:1:pos:R:3:nbo_charge:R:1 method="wB97M-V/def2-TZVPD" lumo_energy_ev=-3.8 multiplicity=1 largest_force_ev_per_a=1.29 charge=+1 smiles="[NH3+][C@@H](CO)C(=O)O" homo_energy_ev=-15.503 homo_lumo_gap_ev=11.7 de_lowest_kj_mol=28.5 energy_ev=-10866.606
O -0.4285 0.0739 2.2712 -0.497
C -0.0044 0.7084 1.3613 0.765
O 1.0079 1.5979 1.4584 -0.701
C -0.2950 0.4718 -0.1251 -0.168
C -1.1622 -0.8092 -0.3116 -0.088
O -0.6649 -1.5146 -1.4329 -0.753
N 1.0142 0.2587 -0.8261 -0.666
H 1.2326 1.7500 2.3912 0.529
H -0.6685 1.3572 -0.6318 0.253
H -2.2149 -0.5733 -0.4710 0.216
H -1.0879 -1.3710 0.6170 0.219
H -0.7271 -2.4775 -1.3305 0.514
H 1.5856 1.1018 -0.7777 0.459
H 1.5725 -0.5013 -0.4114 0.445
H 0.8406 -0.0728 -1.7809 0.474


Record 10
17
Properties=species:S:1:pos:R:3:nbo_charge:R:1 method="wB97M-V/def2-TZVPD" lumo_energy_ev=0.6 multiplicity=1 largest_force_ev_per_a=4.13 charge=0 smiles="CO[P@](=O)(NC=O)SC" homo_energy_ev=-9.800 homo_lumo_gap_ev=10.4 de_lowest_kj_mol=0.0 energy_ev=-30998.781
C -1.1670 0.3901 2.0831 0.518
C 2.1074 0.4791 0.9006 -0.268
C -0.7111 -1.6608 -2.3413 -0.733
N -1.1470 1.2179 1.0472 -0.879
O -0.4453 -0.5743 2.1924 -0.648
O -0.5309 1.3296 -1.7892 -1.069
O 1.3978 1.0659 -0.1882 -0.812
P -0.0570 0.6314 -0.6096 2.082
S -0.2224 -1.4375 -0.5952 -0.038
H -1.8934 0.6786 2.8694 0.113
H 2.2776 1.2554 1.6472 0.194
H 3.0633 0.1187 0.5185 0.193
H 1.5414 -0.3389 1.3482 0.227
H -0.8259 -0.6866 -2.8035 0.263
H -1.6475 -2.2079 -2.3659 0.226
H 0.0675 -2.2295 -2.8400 0.224
H -1.8076 1.9687 0.9262 0.408


Record 11
14
Properties=species:S:1:pos:R:3:nbo_charge:R:1 method="wB97M-V/def2-TZVPD" lumo_energy_ev=1.1 multiplicity=1 largest_force_ev_per_a=3.29 charge=0 smiles="C=NCPOC" homo_energy_ev=-9.059 homo_lumo_gap_ev=10.1 de_lowest_kj_mol=204.0 energy_ev=-16064.940
C -2.1075 -0.2171 0.2481 -0.062
C 1.5144 1.7091 -0.0918 -0.239
C -0.2929 -1.6146 0.3660 -0.595
N -1.4546 -1.1005 -0.3714 -0.396
O 0.7164 0.6399 -0.5419 -0.818
P 1.1080 -0.9966 -0.5665 0.872
H -2.9515 0.2470 -0.2767 0.180
H -1.8447 0.2146 1.2742 0.142
H 0.8246 2.3928 0.3710 0.189
H 2.0369 2.1988 -0.9956 0.171
H 2.4399 1.4237 0.5459 0.175
H -0.3821 -0.9960 1.3911 0.200
H -0.0844 -2.6828 0.4359 0.237
H 0.4775 -1.2183 -1.7884 -0.056


Record 12
14
Properties=species:S:1:pos:R:3:nbo_charge:R:1 method="wB97M-V/def2-TZVPD" lumo_energy_ev=-0.9 multiplicity=1 largest_force_ev_per_a=4.30 charge=0 homo_energy_ev=-9.406 homo_lumo_gap_ev=8.5 de_lowest_kj_mol=375.3 energy_ev=-16063.165
C -0.1411 -0.3926 -0.3029 -0.194
C 0.0349 -2.7110 0.2227 -0.449
C 0.7626 2.2499 0.7470 -0.995
N 0.4641 -1.4937 -0.2845 -0.395
O -1.2884 2.0697 -1.5871 -0.982
P 0.8383 1.1339 -0.7550 1.000
H -1.0886 -0.2206 0.1444 0.169
H -1.4659 1.4095 -2.3975 0.444
H -0.1266 -3.4366 -0.6417 0.228
H 0.7186 -3.2502 0.9193 0.219
H -0.7948 -2.6258 0.9225 0.175
H 1.2876 3.2283 0.5196 0.262
H -0.3122 2.4171 0.8295 0.267
H 1.1114 1.6222 1.6637 0.251


Record 13
14
Properties=species:S:1:pos:R:3:mulliken_spin:R:1 method="wB97M-V/def2-TZVPD" lumo_energy_ev="0.9 / -2.5" multiplicity=3 s2=2.0100 largest_force_ev_per_a=4.89 charge=0 homo_energy_ev="-5.323 / -9.832" homo_lumo_gap_ev="6.2 / 7.3" de_lowest_kj_mol=279.0 energy_ev=-16061.039
C -0.6361 -0.0253 -0.4007 0.602
C 0.5949 0.4498 1.4960 0.055
C 0.6943 0.6499 0.0001 0.029
N -1.6577 0.5360 0.1307 0.910
O 1.7341 -0.1178 -0.5449 0.020
P -0.4543 -1.6411 -1.2529 0.274
H 0.7276 -0.6338 1.8831 -0.006
H -0.2619 1.0051 1.7685 0.007
H 1.4231 0.9135 1.9691 0.007
H 0.6304 1.7857 -0.0650 0.018
H -2.5210 -0.0354 0.1154 0.031
H 1.9478 0.2124 -1.4229 -0.004
H -1.7665 -2.0027 -1.1834 0.003
H -0.4546 -1.0962 -2.4931 0.055


Record 14
14
Properties=species:S:1:pos:R:3:mulliken_spin:R:1 method="wB97M-V/def2-TZVPD" lumo_energy_ev="0.7 / -2.4" multiplicity=2 s2=0.7528 largest_force_ev_per_a=0.76 charge=0 homo_energy_ev="-9.141 / -9.150" homo_lumo_gap_ev="9.8 / 6.8" de_lowest_kj_mol=12.2 energy_ev=-17611.396
O 2.6568 -0.6401 -1.7014 0.002
C 1.7770 -0.8009 -0.8996 -0.004
C 0.3304 -0.6833 -1.3123 0.006
N -0.5560 -1.6348 -0.6646 0.012
H 2.0479 -0.9473 0.1603 0.001
H 0.0585 0.3652 -1.0726 0.003
H 0.3546 -0.8314 -2.3908 0.002
H -1.0256 -1.1964 0.1258 -0.006
H -1.2650 -1.9742 -1.2982 -0.002
C -1.0219 1.4007 2.5496 -0.058
S -1.3278 1.0859 0.7999 0.969
H -1.9464 1.7483 3.0073 0.033
H -0.6033 0.5413 3.0623 -0.004
H -0.3190 2.2365 2.5904 0.045


Record 15
14
Properties=species:S:1:pos:R:3:nbo_charge:R:1 method="wB97M-V/def2-TZVPD" lumo_energy_ev=-4.8 multiplicity=1 largest_force_ev_per_a=3.85 charge=+1 homo_energy_ev=-14.615 homo_lumo_gap_ev=9.8 de_lowest_kj_mol=297.7 energy_ev=-17603.347
C 1.0442 2.2354 -0.3092 -0.083
C 0.9757 0.8153 -0.0470 0.238
C 0.6130 -1.6768 0.9093 -0.847
N -1.7654 -0.3502 -0.7031 -1.093
O 0.7131 1.5884 0.9312 -0.323
S 0.9628 -0.7161 -0.5444 0.683
H 1.9771 2.6946 -0.4056 0.224
H 0.2879 2.8359 -0.7527 0.234
H 1.2455 -1.1852 1.8060 0.287
H 1.0571 -2.7432 0.8283 0.292
H -0.5238 -1.9276 1.0725 0.289
H -2.4478 -0.7484 -0.1666 0.362
H -1.7304 -1.1065 -1.3875 0.358
H -2.4090 0.2842 -1.2314 0.379


Record 16
14
Properties=species:S:1:pos:R:3:mulliken_spin:R:1 method="wB97M-V/def2-TZVPD" lumo_energy_ev="-3.7 / -7.2" multiplicity=3 s2=2.0043 largest_force_ev_per_a=6.55 charge=+1 homo_energy_ev="-9.749 / -14.816" homo_lumo_gap_ev="6.1 / 7.6" de_lowest_kj_mol=81.1 energy_ev=-17601.236
C -0.4667 0.8868 0.2330 0.074
C -0.7541 1.1363 -1.1909 0.161
C -0.1071 -0.6825 0.0697 0.099
N 1.4057 -0.8119 0.3409 0.009
O -0.5726 -1.5143 1.0795 0.008
S -0.6518 -0.7284 -1.7330 1.555
H 0.3075 1.3994 0.7251 0.025
H -1.4121 1.0902 0.8806 0.005
H -1.5993 1.7110 -1.4498 0.016
H 0.1544 1.5371 -1.7068 0.025
H 1.6337 -0.2954 1.2466 0.001
H 1.9356 -0.4286 -0.3251 0.008
H 1.6354 -1.8182 0.6267 0.001
H -1.5085 -1.4815 1.2037 0.014


Record 17
16
Properties=species:S:1:pos:R:3:nbo_charge:R:1 method="wB97M-V/def2-TZVPD" lumo_energy_ev=0.1 multiplicity=1 largest_force_ev_per_a=3.74 charge=0 smiles=S[C@H]1CCN1P(S)S homo_energy_ev=-8.671 homo_lumo_gap_ev=8.8 de_lowest_kj_mol=216.9 energy_ev=-46522.853
C -1.3804 0.3088 -0.8527 -0.441
C -0.6908 -0.5843 0.2614 0.025
C -0.4410 1.3825 -0.3012 -0.252
N 0.3038 0.3719 0.4904 -0.728
P 2.0167 0.4559 -0.1588 0.760
S -2.4131 -1.0188 1.4816 -0.252
S 3.1164 0.2856 1.6323 -0.329
S 2.7347 -1.3472 -1.0429 -0.325
H -1.2513 -0.0660 -1.9468 0.211
H -2.3877 0.4331 -0.7625 0.225
H -2.4798 -2.3129 1.1005 0.121
H -0.5211 -1.6405 0.1762 0.213
H 0.1605 1.9528 -1.0747 0.208
H -0.7059 2.2855 0.2955 0.216
H 2.3595 1.1751 2.4231 0.182
H 1.5796 -1.6815 -1.7214 0.165


Record 18
13
Properties=species:S:1:pos:R:3:nbo_charge:R:1 method="wB97M-V/def2-TZVPD" lumo_energy_ev=4.0 multiplicity=1 largest_force_ev_per_a=0.98 charge=-1 homo_energy_ev=-2.562 homo_lumo_gap_ev=6.6 de_lowest_kj_mol=74.3 energy_ev=-15566.272
C -1.7430 -2.7137 -0.5916 -0.737
S -0.8055 -1.1748 -0.7752 -0.726
H -2.6401 -2.6821 -1.2210 0.170
H -1.2967 -3.6758 -0.8592 0.165
H -2.1262 -2.8192 0.4286 0.171
C 1.2232 3.1033 0.9469 -0.623
C 0.7394 1.8664 0.7212 0.056
N 1.5014 0.7380 0.6106 -0.836
H 2.2890 3.1879 1.0976 0.173
H 0.5349 3.9205 1.0303 0.192
H -0.3162 1.6537 0.7723 0.205
H 2.4546 0.8638 0.3044 0.355
H 1.0446 -0.1165 0.2710 0.435